Record 1
The following is a quantum chemistry calculation of 2 unconnected molecules or ions with the total composition C4H12NPS at a distorted geometry, from the OMol25 dataset.

Each line ends with the natural charge from an NBO analysis.
Atoms and positions in Å:
C1 2.5378 -0.1130 -0.4196  -0.001
C2 2.1735 0.4243 1.8249  -0.446
C3 -3.0977 -1.2541 -0.8238  -0.841
C4 0.1647 1.6077 -1.4656  -0.947
N1 1.7092 0.4340 0.4186  -0.474
P1 -0.0875 0.5635 0.1361  0.791
S1 -0.7998 1.5387 1.6897  -0.648
H1 2.3418 -0.1415 -1.4652  0.188
H2 3.2606 -0.8235 -0.1191  0.180
H3 -2.0962 -1.5517 -0.6275  0.214
H4 2.9683 1.0852 1.9017  0.214
H5 1.2548 0.6967 2.4373  0.265
H6 2.5440 -0.5241 2.0143  0.199
H7 -3.4194 -0.6964 0.0527  0.222
H8 -3.0882 -0.6862 -1.6278  0.197
H9 -3.7266 -2.1022 -1.0716  0.206
H10 0.1562 2.6240 -1.2407  0.232
H11 0.9092 1.2680 -2.2355  0.220
H12 -0.8238 1.5040 -1.8515  0.229

Calculated values
Lowest unoccupied orbital energy (alpha / beta)   -0.901 / -0.902 eV
Charge   0
Energy   -25954.53523 eV
HOMO (alpha / beta)   -7.2 / -7.2 eV
Max |F|   4.856 eV/A
Gap between HOMO and LUMO (alpha / beta)   6.341 / 6.339 eV

=====

Record 2
The following is a quantum chemistry calculation of a single C5H6O2 molecule at a distorted geometry, from the OMol25 dataset.

Each line ends with the natural charge from an NBO analysis.
Atoms and positions in Å:
C1 0.1227 0.5747 -0.4942  -0.482
C2 -0.9130 -0.4718 1.3813  -0.666
C3 1.0057 -0.4418 -1.2138  -0.589
C4 0.5180 0.9500 0.8467  0.766
C5 -1.2829 -0.0328 0.0698  0.553
O1 1.1852 1.5727 1.5744  -0.436
O2 -2.3356 0.1920 -0.4995  -0.554
H1 -0.0832 1.4658 -1.0936  0.267
H2 -1.6776 -0.4505 2.1505  0.233
H3 -0.1837 -1.2660 1.4925  0.233
H4 1.9282 0.0223 -1.5691  0.223
H5 1.2574 -1.2849 -0.5703  0.217
H6 0.4587 -0.8295 -2.0747  0.236

Calculated values
Lowest unoccupied orbital energy   0.309 eV
Charge   0
Energy   -9374.59110 eV
HOMO   -8.9 eV
Max |F|   2.871 eV/A
Gap between HOMO and LUMO   9.237 eV

=====

Record 3
The following is a quantum chemistry calculation of 8 unconnected molecules or ions with the total composition C26H52Br15INO5P2 at a distorted geometry, from the OMol25 dataset.

Each line ends with the Mulliken charge.
Atoms and positions in Å:
C1 0.2248 0.2888 -1.1922  -0.948
C2 1.1483 -0.6357 -1.5444  -0.471
C3 1.6715 -1.7986 -0.6705  1.475
P1 2.7010 -1.2549 0.8255  0.296
O1 4.0975 -0.5026 0.2301  -0.495
Br1 1.6073 0.3269 2.0409  -0.361
O2 2.6553 -2.3890 -1.5304  -0.674
P2 2.7285 -4.1413 -1.3833  0.057
I1 2.7091 -6.6883 -1.2373  -0.366
C4 2.3001 -4.4010 -3.2833  -1.090
N1 0.8437 -4.3937 -3.6238  -0.452
C5 4.5890 -3.9434 -1.6928  -0.197
C6 5.5813 -4.7774 -0.8229  0.996
C7 5.2147 -4.9411 0.6916  -0.964
C8 6.9497 -3.9697 -0.8308  -1.229
O3 0.9924 -4.1973 -1.0636  -0.198
C9 0.6844 -3.0265 -0.3518  0.428
C10 -0.8281 -2.6730 -0.4717  -0.806
C11 -1.7004 -3.9131 -0.1045  -0.401
C12 -2.2704 -3.8319 1.3336  0.347
O4 -3.3671 -4.1967 1.6466  -0.595
O5 -1.4065 -3.3081 2.3068  -0.405
H1 -0.2313 0.3825 -0.1962  0.171
H2 -0.1557 0.9729 -1.9712  0.163
H3 1.5971 -0.5260 -2.5466  0.208
H4 4.7850 -0.7344 0.8623  0.279
H5 2.7642 -3.9326 0.0490  0.095
H6 2.7226 -3.5400 -3.8522  0.336
H7 2.7084 -5.3641 -3.6434  0.486
H8 0.7222 -4.0194 -4.5678  0.222
H9 0.5132 -5.3547 -3.7088  0.217
H10 4.8356 -2.8731 -1.5551  0.252
H11 4.7961 -4.1863 -2.7621  -0.233
H12 5.8465 -5.7703 -1.2511  0.174
H13 6.1749 -5.0006 1.2554  0.467
H14 4.6703 -5.8793 0.8977  0.168
H15 4.6887 -4.0278 1.0249  0.052
H16 6.7871 -3.1027 -0.1415  0.344
H17 7.7869 -4.5468 -0.3921  0.415
H18 7.1561 -3.5350 -1.8285  0.039
H19 0.8226 -3.2468 0.7356  -0.252
H20 -1.0637 -1.8566 0.2449  0.175
H21 -0.9934 -2.3514 -1.5197  0.481
H22 -1.1343 -4.8678 -0.1624  0.251
H23 -2.5683 -3.9381 -0.7862  0.278
H24 -1.0958 -4.0983 2.7777  0.208
Br2 -1.4013 2.5411 2.6319  -0.157
C13 -0.8550 4.1347 1.6516  0.047
C14 -1.9176 4.5854 0.6828  -0.541
Br3 -1.9571 3.4765 -0.9154  -0.102
H25 0.0923 3.9019 1.1749  -0.256
H26 -0.6963 4.8936 2.4171  0.427
H27 -1.7031 5.5908 0.3217  0.340
H28 -2.9187 4.5625 1.1072  0.257
Br4 6.5710 -4.8943 -5.1231  -0.101
C15 8.2654 -3.9667 -4.8898  -0.630
C16 8.0585 -2.4876 -4.6936  -0.478
Br5 7.6473 -1.5966 -6.3774  -0.160
H29 8.8784 -4.2013 -5.7560  0.418
H30 8.7126 -4.4106 -4.0011  0.339
H31 8.9741 -2.0165 -4.3389  0.376
H32 7.2469 -2.2583 -4.0076  0.211
Br6 -7.0208 3.4281 4.5535  -0.164
C17 -6.4321 1.8137 3.6314  -0.575
C18 -5.1538 2.0496 2.8716  -0.565
Br7 -5.4816 3.0407 1.2285  -0.124
H33 -7.2539 1.4966 2.9954  0.355
H34 -6.2796 1.0758 4.4173  0.394
H35 -4.7176 1.1040 2.5531  0.370
H36 -4.4155 2.6113 3.4371  0.314
Br8 -0.1087 -6.7158 3.2704  -0.160
C19 1.8388 -6.8315 3.2486  -0.295
C20 2.4653 -5.7461 4.0869  -0.702
Br9 2.4168 -4.0367 3.1612  0.005
H37 2.1457 -6.7967 2.2043  0.078
H38 2.0677 -7.8142 3.6588  0.378
H39 3.5218 -5.9526 4.2534  0.349
H40 1.9715 -5.6066 5.0453  0.413
Br10 2.4231 3.0061 0.0422  -0.012
C21 3.0118 4.5374 -1.0058  -0.664
C22 1.9657 4.9456 -2.0116  -0.350
Br11 1.9331 3.7343 -3.5357  -0.126
H41 3.9597 4.2642 -1.4622  0.403
H42 3.1779 5.3344 -0.2815  0.320
H43 2.1969 5.9244 -2.4303  0.351
H44 0.9594 4.9595 -1.5986  0.084
Br12 -7.7700 5.8371 -1.1138  -0.139
C23 -8.2149 5.8635 0.7828  -0.355
C24 -7.7117 7.1170 1.4483  -0.325
Br13 -5.7927 7.0322 1.7596  -0.091
H45 -7.8036 4.9550 1.2169  0.133
H46 -9.3027 5.8212 0.8208  0.375
H47 -8.1540 7.2294 2.4361  0.292
H48 -7.8980 8.0146 0.8690  0.079
Br14 -8.2558 10.1061 3.0945  -0.110
C25 -9.5237 11.2605 2.1668  -0.552
C26 -10.4211 10.4775 1.2435  -0.598
Br15 -9.4958 9.9680 -0.3930  -0.136
H49 -8.9404 12.0192 1.6522  0.363
H50 -10.1075 11.7300 2.9571  0.333
H51 -11.2593 11.0905 0.9157  0.357
H52 -10.7990 9.5625 1.6917  0.370

Calculated values
Lowest unoccupied orbital energy   1.231 eV
Charge   -1
Energy   -1116851.23353 eV
HOMO   -4.8 eV
Max |F|   3.219 eV/A
Gap between HOMO and LUMO   6.046 eV

=====

Record 4
The following is a quantum chemistry calculation of 2 unconnected molecules or ions with the total composition C4H12N2 at a distorted geometry, from the OMol25 dataset.

Each line ends with the natural charge from an NBO analysis.
Atoms and positions in Å:
H1 -1.3394 0.0210 3.3896  0.341
N1 -1.1116 0.6986 2.6582  -0.663
C1 -2.1154 0.5270 1.8613  0.291
N2 -2.0960 0.6606 0.4850  -0.888
H2 -3.0245 0.0473 2.2422  0.138
H3 -1.9990 -0.1865 -0.0484  0.394
H4 -1.5780 1.3786 0.0006  0.388
C2 2.2522 0.5182 -0.9726  -0.625
C3 1.0112 -0.2034 -1.5663  -0.394
C4 0.3819 -1.1569 -0.4845  -0.604
H5 2.1586 1.6007 -0.8401  0.216
H6 3.0762 0.3110 -1.6660  0.210
H7 2.5213 0.0888 -0.0034  0.210
H8 1.0961 -0.7521 -2.4900  0.200
H9 0.1274 0.4413 -1.7551  0.182
H10 -0.6232 -1.3729 -0.8576  0.178
H11 0.9584 -2.0837 -0.3652  0.205
H12 0.3038 -0.5377 0.4120  0.220

Calculated values
Lowest unoccupied orbital energy   1.013 eV
Charge   0
SMILES   [H]/N=C/N.CCC
Energy   -7321.31327 eV
HOMO   -9.5 eV
Max |F|   2.548 eV/A
Gap between HOMO and LUMO   10.466 eV